A molecular structure, C29H21IN6O10S2Zr, computed with wB97M-V/def2-TZVPD.

Each line ends with the Mulliken charge.
Atoms and positions in Å:
1 Zr -0.470 0.268 -0.230  -1.391
2 I -1.301 -2.090 -2.200  0.237
3 C 0.388 -1.474 -3.350  0.306
4 C 0.401 -1.802 -4.674  -0.690
5 C 1.571 -1.581 -5.423  -0.629
6 C 2.689 -1.107 -4.802  -0.907
7 C 2.677 -0.770 -3.428  0.957
8 C 3.858 -0.347 -2.780  -0.782
9 C 3.833 -0.053 -1.449  -1.263
10 C 2.618 -0.084 -0.734  -0.330
11 C 1.411 -0.457 -1.297  0.644
12 C 1.476 -0.881 -2.665  0.837
13 H -0.468 -2.255 -5.131  0.419
14 H 1.579 -1.833 -6.476  0.396
15 H 3.616 -0.989 -5.351  0.373
16 H 4.772 -0.273 -3.357  0.356
17 H 4.743 0.246 -0.943  0.432
18 H 2.651 0.230 0.301  0.364
19 S 0.021 -2.253 0.912  -0.381
20 C 1.129 -2.041 2.184  0.508
21 N 0.809 -1.323 3.254  -0.010
22 C 1.752 -0.964 4.303  -0.762
23 C 3.177 -1.103 3.788  -0.524
24 C 3.350 -2.470 3.142  -0.702
25 N 2.322 -2.641 2.129  -0.104
26 H -0.074 -0.834 3.197  0.138
27 H 1.602 -1.608 5.174  0.416
28 H 1.559 0.066 4.604  0.371
29 H 3.885 -0.980 4.606  0.395
30 H 3.366 -0.328 3.042  0.203
31 H 3.280 -3.258 3.899  0.295
32 H 4.325 -2.546 2.665  0.426
33 H 2.497 -3.186 1.302  0.265
34 O -1.321 2.444 0.225  -0.282
35 C -0.405 2.823 -0.540  1.090
36 O 0.227 1.989 -1.260  -0.807
37 C 0.039 4.249 -0.569  0.196
38 C -0.308 5.108 0.463  -0.620
39 C 0.230 6.381 0.482  -0.312
40 C 1.078 6.832 -0.512  -0.321
41 C 1.377 5.968 -1.550  -0.461
42 C 0.884 4.676 -1.584  -0.120
43 N 2.260 6.433 -2.629  1.073
44 O 2.513 5.647 -3.520  -0.611
45 O 2.676 7.572 -2.560  -0.624
46 N -0.089 7.278 1.602  1.058
47 O -0.970 6.930 2.362  -0.607
48 O 0.546 8.310 1.689  -0.609
49 H -0.966 4.784 1.256  0.742
50 H 1.499 7.825 -0.479  0.617
51 H 1.160 4.000 -2.380  0.771
52 O -1.823 0.281 2.478  -0.736
53 C -2.599 0.350 1.541  0.959
54 N -2.457 -0.407 0.405  -0.335
55 S -3.267 0.263 -0.832  0.940
56 O -2.180 0.840 -1.645  -0.462
57 O -4.172 -0.590 -1.530  -0.673
58 C -4.179 1.441 0.134  0.368
59 C -5.234 2.254 -0.217  -0.878
60 C -5.844 2.975 0.803  -0.498
61 C -5.404 2.865 2.118  -0.631
62 C -4.345 2.030 2.454  -0.532
63 C -3.743 1.307 1.443  0.131
64 H -5.570 2.321 -1.243  0.504
65 H -6.676 3.626 0.569  0.418
66 H -5.902 3.432 2.893  0.408
67 H -4.001 1.935 3.475  0.531
68 O 1.073 3.050 2.284  -0.661
69 C 0.860 1.979 1.841  0.829
70 N 0.702 0.878 1.395  0.279

Atoms 1-2, force components in eV/Å:
1.702 -1.392 0.140
0.769 -0.154 -0.624

Output
**Gap between HOMO and LUMO**: 6.85 eV
**Charge**: 0
**Energy above the lowest of the compared OMol25 structures with the same formula, charge and spin**: 31.5 kJ/mol
**Molar mass**: 895.8 g mol⁻¹